No. 1
A molecular structure, C32H28F4MnN5OSb, computed with ωB97M-V with the def2-TZVPD basis set.

Values from the calculation:
**HOMO (alpha / beta)**: -7.68 / -7.88 eV
**Molecular weight**: 751.30 g mol⁻¹
**LUMO energy (alpha / beta)**: 0.07 / -0.29 eV
**Spin multiplicity**: 6
**HOMO-LUMO gap (alpha / beta)**: 7.7 / 7.6 eV
**Calculated total energy**: -91863.4227 eV
**ΔE to the lowest compared entry with this formula, charge and spin**: 2.3 kcal per mole

Geometry as XYZ:
```
72
Properties=species:S:1:pos:R:3:mulliken_spin:R:1
Mn -1.4636 1.6195 0.4885 4.726
C -2.6450 -0.3080 -1.7019 -0.005
N -2.6804 1.1205 -1.3602 -0.029
C -4.0852 1.5380 -1.2653 0.035
C -1.9669 1.9205 -2.3848 0.027
C -0.4509 1.7974 -2.2799 0.001
N -0.0545 2.0437 -0.8999 0.005
C 1.2605 2.1054 -0.5748 -0.008
C 1.5979 2.1094 0.7972 0.031
F 0.5674 2.0151 1.6946 0.020
C 2.8780 2.2039 1.2836 0.014
F 3.0709 2.1992 2.6042 0.000
C 3.9590 2.2734 0.4231 0.013
C 3.6742 2.2288 -0.9261 -0.004
F 4.6811 2.2752 -1.8114 0.000
C 2.3848 2.1385 -1.4238 -0.001
F 2.2422 2.1154 -2.7680 -0.001
H -3.2455 -0.5051 -2.5992 0.005
H -3.0449 -0.9033 -0.8791 0.008
H -1.6251 -0.6252 -1.9048 0.003
H -4.6335 1.2614 -2.1738 0.004
H -4.1418 2.6135 -1.1274 0.000
H -4.5569 1.0626 -0.4061 -0.002
H -2.2422 2.9637 -2.2196 -0.006
H -2.3093 1.6286 -3.3859 0.001
H -0.0264 2.5213 -2.9791 0.002
H -0.1242 0.8085 -2.6307 -0.014
H 4.9723 2.3494 0.7854 0.001
C 0.9019 -2.9978 -3.9745 0.000
C 1.7070 -1.9758 -3.4927 0.001
C 1.5087 -1.4832 -2.2107 0.001
C 0.5133 -2.0126 -1.3912 -0.001
C -0.2963 -3.0299 -1.8883 0.000
C -0.1005 -3.5221 -3.1719 0.001
Sb 0.1724 -1.1335 0.5193 0.066
C 2.0341 -1.5388 1.4551 0.000
C 3.1856 -0.9387 0.9509 -0.004
C 4.4143 -1.1465 1.5588 0.000
C 4.5008 -1.9450 2.6900 0.001
C 3.3559 -2.5283 3.2112 0.000
C 2.1272 -2.3260 2.5981 0.001
C -0.9666 -2.7035 1.3873 0.007
C -2.1773 -2.4054 2.0009 -0.007
C -2.9556 -3.4086 2.5677 0.003
C -2.5242 -4.7243 2.5246 0.000
C -1.3131 -5.0353 1.9172 0.000
C -0.5420 -4.0321 1.3532 -0.004
H 1.0535 -3.3825 -4.9746 0.000
H 2.4866 -1.5558 -4.1148 0.000
H 2.1392 -0.6718 -1.8643 -0.002
H -1.0838 -3.4513 -1.2746 -0.001
H -0.7330 -4.3184 -3.5431 0.000
H 3.1359 -0.2843 0.0877 0.003
H 5.3008 -0.6743 1.1552 0.000
H 5.4571 -2.1026 3.1715 0.000
H 3.4158 -3.1401 4.1019 0.000
H 1.2429 -2.7850 3.0229 0.000
H -2.5281 -1.3777 2.0622 0.002
H -3.8923 -3.1538 3.0457 0.000
H -3.1261 -5.5075 2.9663 0.000
H -0.9694 -6.0611 1.8855 0.000
H 0.4006 -4.2901 0.8829 0.000
N -2.6002 4.8639 -0.0290 0.002
C -2.2628 4.1326 1.0771 -0.012
O -2.8010 2.9660 1.2098 0.089
C -1.3320 4.6214 1.9962 0.032
C -0.7476 5.8918 1.7788 0.000
N -0.3345 6.9357 1.5134 0.006
C -1.0655 3.8733 3.1675 -0.010
N -0.8650 3.2660 4.1262 0.000
H -2.3019 5.8286 -0.0480 0.000
H -3.5269 4.6931 -0.3822 0.002
```

---

No. 2
A molecular structure, C32H29BN5OS5Sn, computed with ωB97M-V with the def2-TZVPD basis set.

Values from the calculation:
**HOMO (alpha / beta)**: -1.85 / -1.85 eV
**Charge**: -2
**Molecular weight**: 789.48 g mol⁻¹
**LUMO energy (alpha / beta)**: 3.89 / 3.87 eV
**Spin multiplicity**: 2
**HOMO-LUMO gap (alpha / beta)**: 5.7 / 5.7 eV
**Calculated total energy**: -103838.6785 eV
**ΔE to the lowest compared entry with this formula, charge and spin**: 0.0 kcal per mole

Geometry as XYZ:
```
74
Properties=species:S:1:pos:R:3:mulliken_spin:R:1
Sn 0.4045 0.3504 -0.8978 0.003
S 0.0988 0.9549 -3.4701 0.000
C -1.3316 1.9288 -3.7532 0.000
C -1.2615 2.7514 -4.9004 0.000
C -2.2843 3.5891 -5.2897 0.000
C -3.4499 3.6698 -4.5357 0.000
C -3.5519 2.8823 -3.4048 0.001
C -2.5397 2.0011 -3.0092 0.000
S -2.8739 1.0732 -1.5195 -0.003
C -3.9495 -0.2956 -2.0777 -0.007
C -3.3850 -1.6910 -1.9282 -0.075
C -4.1954 -2.7045 -1.3972 0.201
C -3.6799 -3.9903 -1.3043 -0.070
C -2.4046 -4.2367 -1.7622 0.185
C -1.6575 -3.1700 -2.3122 -0.073
C -0.3779 -3.3632 -2.8620 0.616
S 2.4750 -1.2026 -1.2597 0.005
C 3.8048 -0.1159 -1.6452 -0.002
C 4.9964 -0.6590 -2.1393 0.001
C 6.0849 0.1332 -2.4690 -0.001
C 5.9968 1.5114 -2.3106 0.001
C 4.8301 2.0641 -1.8060 -0.001
C 3.7293 1.2774 -1.4454 0.001
S 2.3359 2.0776 -0.7272 0.001
N -2.1617 -1.9111 -2.3571 0.157
H -0.3451 2.7141 -5.4768 0.000
H -2.1649 4.1989 -6.1791 0.000
H -4.2544 4.3392 -4.8165 0.000
H -4.4425 2.9307 -2.7885 0.000
H -4.1882 -0.1130 -3.1253 0.000
H -4.8719 -0.2296 -1.4998 0.000
H -5.1832 -2.4686 -1.0150 0.008
H -4.2714 -4.7836 -0.8640 -0.003
H -1.9655 -5.2249 -1.7111 0.003
H 0.1465 -2.5290 -3.3049 0.042
H 0.1027 -4.3317 -2.8157 0.009
H 5.0499 -1.7350 -2.2628 0.000
H 6.9905 -0.3226 -2.8544 0.000
H 6.8295 2.1528 -2.5778 0.000
H 4.7488 3.1375 -1.6769 0.000
B -4.5982 -2.0762 2.4223 0.009
C -3.2870 -1.4341 1.7787 -0.011
N -2.2855 -0.9917 1.4034 0.004
H -4.2726 -3.1471 2.9101 0.000
H -5.4587 -2.2319 1.5733 -0.001
H -4.9920 -1.3147 3.2953 0.000
N -0.3638 -1.9590 3.3401 0.000
C 0.9064 -1.5574 3.4733 0.000
N 1.5663 -0.9137 2.5714 0.000
C 2.8503 -0.6441 2.9907 0.000
C 3.8028 0.0391 2.2348 -0.001
C 5.0583 0.2545 2.7783 0.000
C 5.3811 -0.1978 4.0607 0.000
C 4.4415 -0.8778 4.8250 0.000
C 3.1842 -1.0937 4.2807 0.000
S 1.7990 -1.9013 4.9760 0.000
H -0.9008 -1.6311 2.5496 0.000
H -0.8623 -2.3764 4.1048 0.000
H 3.5350 0.3831 1.2384 0.000
H 5.8019 0.7807 2.1916 0.000
H 6.3702 -0.0184 4.4650 0.000
H 4.6870 -1.2334 5.8189 0.000
O -0.7470 2.8302 0.3853 0.000
N -0.8021 2.4262 1.6065 0.000
C -1.9879 2.0757 2.1572 -0.001
C -2.0593 1.6030 3.4477 0.000
C -0.9081 1.4901 4.2112 0.000
C 0.2979 1.8589 3.6355 0.000
C 0.3351 2.3216 2.3383 0.000
H -2.8238 2.1506 1.4793 0.000
H -3.0234 1.2889 3.8245 0.000
H -0.9429 1.0851 5.2140 0.000
H 1.2322 1.7711 4.1738 0.000
H 1.2338 2.5814 1.7971 0.000
```

---

No. 3
A molecular structure, C32H29BrMoN3OP, computed with ωB97M-V with the def2-TZVPD basis set.

Values from the calculation:
**HOMO (alpha / beta)**: -13.56 / -13.53 eV
**Charge**: +2
**Molecular weight**: 678.42 g mol⁻¹
**LUMO energy (alpha / beta)**: -7.73 / -7.41 eV
**Spin multiplicity**: 3
**HOMO-LUMO gap (alpha / beta)**: 5.8 / 6.1 eV
**Calculated total energy**: -121345.7393 eV
**ΔE to the lowest compared entry with this formula, charge and spin**: 27.6 kcal per mole

Geometry as XYZ:
```
68
Properties=species:S:1:pos:R:3:mulliken_spin:R:1
Mo -0.0985 0.0529 0.0798 2.036
C 2.1370 3.1839 2.2451 -0.005
C 1.6619 2.1385 1.3013 0.083
N 0.7113 1.3077 1.5780 0.002
N 0.1543 1.2317 2.8153 -0.021
C -0.3198 0.0085 2.9473 0.013
O -0.2267 -0.8463 1.9680 -0.013
C -0.9430 -0.4202 4.1987 0.005
C -1.1258 0.4954 5.2381 0.001
C -1.7231 0.0860 6.4153 -0.001
C -2.1332 -1.2339 6.5623 0.004
C -1.9497 -2.1466 5.5314 -0.002
C -1.3570 -1.7439 4.3482 0.005
C 2.3172 1.8515 0.0194 0.033
C 3.4191 2.5424 -0.4535 0.007
C 4.0723 2.0818 -1.5895 0.024
C 3.6036 0.9437 -2.2257 -0.002
C 2.4703 0.3266 -1.7297 0.059
N 1.8317 0.7656 -0.6388 -0.038
H 1.7481 2.9809 3.2388 0.001
H 3.2247 3.2211 2.2776 0.001
H 1.7731 4.1657 1.9300 0.004
H -0.8006 1.5190 5.1155 0.000
H -1.8680 0.7919 7.2212 0.000
H -2.5954 -1.5520 7.4869 0.000
H -2.2661 -3.1731 5.6548 0.000
H -1.2040 -2.4480 3.5419 0.002
H 3.7813 3.4155 0.0694 0.003
H 4.9443 2.6025 -1.9610 0.000
H 4.0934 0.5395 -3.0997 0.000
H 2.0472 -0.5436 -2.2150 -0.010
Br -2.7726 -0.3635 0.4521 0.008
C -2.6734 -2.0742 -0.3972 -0.009
C -3.8315 -2.7350 -0.6747 -0.006
C -3.7643 -3.9967 -1.2965 0.001
C -2.5527 -4.5500 -1.5988 0.000
C -1.3473 -3.8710 -1.2954 0.011
C -0.0858 -4.4533 -1.5623 0.010
C 1.0819 -3.8181 -1.2293 -0.002
C 1.0328 -2.5515 -0.6276 -0.083
C -0.1700 -1.9032 -0.4170 0.002
C -1.3956 -2.5880 -0.6885 -0.058
H -4.7908 -2.3028 -0.4239 0.001
H -4.6822 -4.5214 -1.5213 0.000
H -2.4968 -5.5226 -2.0700 0.000
H -0.0600 -5.4363 -2.0156 0.000
H 2.0347 -4.2968 -1.4081 -0.001
H 1.9620 -2.0894 -0.3091 -0.011
C 0.1193 1.8101 -3.3183 0.013
P -0.9579 1.6030 -1.8670 -0.054
C -1.1154 3.2751 -1.1812 -0.008
C -2.5502 1.1306 -2.5570 -0.010
C -2.6202 -0.0765 -3.2549 0.008
C -3.8246 -0.4925 -3.7959 0.002
C -4.9638 0.2859 -3.6323 -0.002
C -4.8976 1.4812 -2.9317 0.000
C -3.6925 1.9080 -2.3921 -0.004
H 0.3353 0.8462 -3.7783 -0.001
H 1.0545 2.2948 -3.0386 -0.001
H -0.3985 2.4322 -4.0492 0.000
H -1.5153 3.9579 -1.9321 -0.002
H -0.1246 3.6251 -0.8870 0.001
H -1.7645 3.2831 -0.3054 0.002
H -1.7374 -0.6960 -3.3814 0.001
H -3.8746 -1.4213 -4.3483 0.000
H -5.9036 -0.0368 -4.0593 0.000
H -5.7838 2.0890 -2.8110 0.000
H -3.6594 2.8452 -1.8520 0.000
```